Model 1:
{"formula": "C4H11S", "method": "ωB97M-V with the def2-TZVPD basis set", "species": ["S", "C", "C", "C", "C", "H", "H", "H", "H", "H", "H", "H", "H", "H", "H", "H"], "positions_angstrom": [[-0.31, -0.04, -0.29], [0.30, 1.36, 0.78], [-0.26, -1.46, 0.94], [-1.82, 0.42, -0.83], [1.35, -0.13, -1.09], [-0.11, -1.07, 1.93], [0.71, 2.19, 0.22], [2.04, -0.87, -0.42], [0.51, -2.08, 0.62], [1.14, -0.61, -2.13], [1.82, 0.80, -1.10], [-0.56, 1.71, 1.29], [1.06, 0.87, 1.50], [-1.13, -2.02, 0.92], [-2.15, 1.34, -1.19], [-2.57, -0.41, -1.14]], "mulliken_charge": [0.82, -1.16, -0.93, -0.84, -0.97, 0.34, 0.47, 0.37, 0.40, 0.33, 0.41, 0.39, 0.39, 0.41, 0.33, 0.24], "total_charge": 1, "orbital_gap_ev": 8.98, "homo_energy_ev": -13.04, "lumo_energy_ev": -4.05}

***

Model 2:
{"formula": "C4H11S", "method": "ωB97M-V with the def2-TZVPD basis set", "species": ["S", "C", "C", "C", "C", "H", "H", "H", "H", "H", "H", "H", "H", "H", "H", "H"], "positions_angstrom": [[0.18, 0.07, 0.53], [-2.78, -0.03, 0.59], [0.02, -1.52, -0.41], [0.03, 1.37, -0.71], [2.07, 0.16, 0.73], [-0.19, -2.23, 0.29], [2.63, -0.77, 0.59], [-0.84, -1.18, -1.00], [2.41, 0.85, 0.07], [-3.18, -0.62, -0.16], [1.06, -1.70, -0.85], [0.96, 1.28, -1.46], [-0.04, 2.39, -0.31], [-1.01, 1.42, -1.11], [2.18, 0.52, 1.76], [-3.50, -0.04, 1.45]], "mulliken_charge": [0.34, -0.46, -0.86, -0.90, -0.93, 0.34, 0.37, 0.36, 0.36, 0.28, 0.40, 0.37, 0.38, 0.35, 0.35, 0.24], "total_charge": 1, "orbital_gap_ev": [8.63, 8.64], "homo_energy_ev": [-13.81, -13.71], "lumo_energy_ev": [-5.18, -5.07]}

***

Short version: model 1 is the most stable of them.

***

Model 1:
{"formula": "C3H13N5", "method": "ωB97M-V with the def2-TZVPD basis set", "species": ["N", "N", "N", "N", "N", "C", "C", "C", "H", "H", "H", "H", "H", "H", "H", "H", "H", "H", "H", "H", "H"], "positions_angstrom": [[2.76, -0.03, -0.02], [-0.62, -0.90, 1.65], [1.54, -0.74, -0.28], [-0.79, 0.09, -0.57], [0.60, 1.13, 1.23], [-1.56, -1.11, -0.95], [-0.01, -0.07, 0.87], [-1.59, 1.33, -0.71], [-0.96, 2.18, -0.45], [-0.90, -1.98, -0.89], [-1.94, 1.42, -1.74], [1.57, 1.18, 0.90], [-1.91, -0.99, -1.98], [-0.32, -0.79, 2.61], [3.24, 0.20, -0.89], [1.66, -1.75, -0.18], [0.55, 1.30, 2.23], [3.40, -0.56, 0.56], [-2.44, 1.28, -0.03], [-2.38, -1.25, -0.26], [0.10, 0.07, -1.12]], "mulliken_charge": [-0.58, -0.80, -0.57, 0.03, -0.53, -0.92, 0.45, -0.97, 0.36, 0.28, 0.36, 0.37, 0.35, 0.24, 0.19, 0.16, 0.23, 0.18, 0.34, 0.35, 0.48], "orbital_gap_ev": 7.70, "homo_energy_ev": -6.75, "lumo_energy_ev": 0.95}

***

Model 2:
{"formula": "C3H13N5", "method": "ωB97M-V with the def2-TZVPD basis set", "species": ["N", "N", "N", "N", "N", "C", "C", "C", "H", "H", "H", "H", "H", "H", "H", "H", "H", "H", "H", "H", "H"], "positions_angstrom": [[-1.84, -1.19, 1.09], [0.04, 2.20, -0.69], [-0.76, -0.77, 0.25], [2.03, 0.45, -0.68], [1.49, 0.24, 0.65], [-0.16, 1.83, 0.59], [-0.96, -1.15, -1.13], [0.68, -0.90, 0.77], [0.59, -1.12, 1.83], [-0.75, 2.49, -1.24], [-0.67, -2.19, -1.32], [3.05, 0.47, -0.60], [-1.40, -1.86, 1.75], [-0.33, -0.51, -1.76], [-2.27, -0.59, 1.78], [1.11, -1.81, 0.27], [0.96, 1.84, -1.07], [-1.18, 1.79, 0.96], [0.55, 2.10, 1.35], [-2.00, -1.03, -1.44], [1.81, -0.28, -1.36]], "mulliken_charge": [-0.92, -0.35, 0.58, -0.48, -0.57, -0.31, -1.02, -0.83, 0.48, 0.23, 0.30, 0.24, 0.25, 0.31, 0.21, 0.40, 0.38, 0.26, 0.29, 0.31, 0.20], "orbital_gap_ev": [7.71, 7.72], "homo_energy_ev": [-6.82, -6.83], "lumo_energy_ev": [0.89, 0.89]}

***

Short version: model 1 is the most stable of them.

***

Model 1:
{"formula": "CHNO2S", "method": "ωB97M-V with the def2-TZVPD basis set", "species": ["S", "O", "O", "N", "C", "H"], "positions_angstrom": [[2.09, -1.17, -0.23], [-2.37, -0.54, -0.09], [0.45, 1.28, -0.42], [-1.71, 0.49, -0.06], [-0.63, 0.90, -0.37], [2.18, -0.96, 1.17]], "mulliken_charge": [-0.20, -0.38, -0.31, 0.20, 0.52, 0.17], "orbital_gap_ev": [4.00, 4.06], "homo_energy_ev": [-8.42, -8.47], "lumo_energy_ev": [-4.42, -4.41]}

***

Model 2:
{"formula": "CHNO2S", "method": "ωB97M-V with the def2-TZVPD basis set", "species": ["S", "O", "O", "N", "C", "H"], "positions_angstrom": [[1.29, 0.12, 0.21], [1.43, 1.10, -0.86], [-1.67, -0.05, 0.47], [-0.25, -0.63, 0.08], [0.64, -1.50, -0.44], [-1.45, 0.95, 0.53]], "mulliken_charge": [0.43, -0.49, -0.34, 0.16, -0.15, 0.38], "orbital_gap_ev": [8.85, 8.85], "homo_energy_ev": [-9.77, -9.77], "lumo_energy_ev": [-0.92, -0.92], "smiles": "O=S1#CN1O"}

***

Short version: model 2 is the most stable of them.

***

Model 1:
{"formula": "NO4S", "method": "ωB97M-V with the def2-TZVPD basis set", "species": ["S", "O", "O", "O", "O", "N"], "positions_angstrom": [[0.68, -0.32, 0.05], [0.74, -1.44, 0.98], [-1.60, 1.24, 0.65], [1.43, 0.87, 0.42], [0.76, -0.69, -1.36], [-1.44, 0.14, 0.16]], "mulliken_charge": [1.04, -0.61, -0.30, -0.58, -0.62, 0.06], "total_charge": -1, "orbital_gap_ev": 7.95, "homo_energy_ev": -3.88, "lumo_energy_ev": 4.07, "smiles": "O=NS(=O)(=O)[O-]"}

***

Model 2:
{"formula": "NO4S", "method": "ωB97M-V with the def2-TZVPD basis set", "species": ["S", "O", "O", "O", "O", "N"], "positions_angstrom": [[0.13, 1.05, -0.45], [-1.29, -1.47, 0.93], [1.47, 1.52, -0.81], [0.21, 0.10, 1.10], [-0.32, -0.10, -1.29], [-0.20, -1.10, 0.53]], "mulliken_charge": [0.52, -0.37, -0.54, -0.31, -0.55, 0.26], "total_charge": -1, "orbital_gap_ev": 8.34, "homo_energy_ev": -4.22, "lumo_energy_ev": 4.13}

***

Short version: model 1 is the most stable of them.

***

Model 1:
{"formula": "C3H12O3", "method": "ωB97M-V with the def2-TZVPD basis set", "species": ["O", "O", "O", "C", "C", "C", "H", "H", "H", "H", "H", "H", "H", "H", "H", "H", "H", "H"], "positions_angstrom": [[3.51, -1.17, 1.57], [1.68, 1.31, 3.62], [1.68, -0.65, -0.62], [-3.26, 0.84, -1.46], [-2.41, -0.38, -1.34], [-1.47, -0.65, -2.24], [2.82, -1.55, 2.17], [-2.37, -0.91, -0.42], [2.17, -1.10, 0.11], [2.45, 1.95, 3.37], [-3.44, 1.33, -0.46], [2.39, -0.66, -1.34], [1.35, 1.86, 4.42], [-2.85, 1.60, -2.17], [4.22, -0.70, 1.94], [-1.17, -0.23, -3.29], [-1.05, -1.58, -2.08], [-4.26, 0.70, -1.82]], "mulliken_charge": [-0.64, -0.64, -0.63, -0.93, 0.12, -0.80, 0.34, 0.33, 0.34, 0.32, 0.25, 0.31, 0.32, 0.28, 0.28, 0.22, 0.27, 0.26], "orbital_gap_ev": 9.55, "homo_energy_ev": -9.04, "lumo_energy_ev": 0.50, "smiles": "C=CC.O.O.O"}

***

Model 2:
{"formula": "C3H12O3", "method": "ωB97M-V with the def2-TZVPD basis set", "species": ["O", "O", "O", "C", "C", "C", "H", "H", "H", "H", "H", "H", "H", "H", "H", "H", "H", "H"], "positions_angstrom": [[0.17, 2.10, 0.90], [3.04, -4.04, 0.71], [-2.97, 3.55, -2.16], [3.02, -4.43, 2.07], [-4.05, 2.77, -1.59], [1.11, 1.31, 0.21], [-5.04, 3.09, -1.90], [-3.08, 3.64, -3.11], [-0.28, 2.51, 0.17], [2.70, -5.47, 2.03], [-4.11, 2.78, -0.50], [1.73, 0.72, 0.89], [3.11, -4.83, 0.18], [2.38, -3.73, 2.60], [0.65, 0.68, -0.55], [3.98, -4.41, 2.60], [-3.99, 1.79, -2.08], [1.63, 1.97, -0.48]], "mulliken_charge": [-0.49, -0.50, -0.50, -0.44, -0.57, -0.52, 0.28, 0.28, 0.29, 0.23, 0.24, 0.22, 0.31, 0.19, 0.24, 0.21, 0.26, 0.24], "orbital_gap_ev": 10.69, "homo_energy_ev": -9.92, "lumo_energy_ev": 0.77, "smiles": "CO.CO.CO"}

***

Model 3:
{"formula": "C3H12O3", "method": "ωB97M-V with the def2-TZVPD basis set", "species": ["O", "O", "O", "C", "C", "C", "H", "H", "H", "H", "H", "H", "H", "H", "H", "H", "H", "H"], "positions_angstrom": [[-0.06, 0.33, -2.65], [-0.98, -2.23, 0.77], [-1.40, -1.52, 4.04], [0.32, 1.49, -0.61], [-0.43, 0.21, -1.25], [1.81, 1.26, -0.73], [2.39, 2.09, -0.18], [2.19, 1.11, -1.75], [-0.12, 1.58, 0.33], [0.19, 2.46, -1.15], [-0.66, -1.01, 4.39], [-1.38, -1.34, 3.08], [-0.20, -0.88, -1.09], [-0.53, 1.01, -3.17], [2.24, 0.44, -0.06], [-1.56, 0.42, -1.19], [-0.81, -2.97, 1.38], [-1.02, -2.46, -0.15]], "mulliken_charge": [-0.58, -0.61, -0.65, -0.34, -0.10, -1.05, 0.33, 0.28, 0.37, 0.23, 0.32, 0.33, 0.00, 0.30, 0.27, 0.27, 0.32, 0.32], "orbital_gap_ev": 10.44, "homo_energy_ev": -9.83, "lumo_energy_ev": 0.61, "smiles": "CCCO.O.O"}

***

Short version: model 3 is the most stable of them.